{"formula": "C46H39AsNO4PReS", "method": "wB97M-V/def2-TZVPD", "spin_multiplicity": 2, "lumo_energy_ha": [-0.272, -0.257], "homo_lumo_gap_ha": [0.2372, 0.2510], "total_charge": 2, "species": ["C", "C", "H", "C", "H", "C", "C", "C", "H", "H", "C", "H", "C", "C", "N", "H", "C", "C", "Re", "C", "C", "C", "As", "C", "H", "C", "O", "C", "C", "C", "C", "H", "C", "H", "H", "C", "C", "C", "H", "O", "H", "H", "H", "C", "C", "H", "C", "H", "H", "C", "H", "C", "O", "H", "H", "H", "H", "H", "P", "C", "C", "C", "S", "O", "C", "C", "H", "C", "H", "H", "C", "C", "H", "H", "C", "C", "H", "H", "H", "H", "C", "H", "H", "C", "C", "C", "C", "H", "C", "H", "H", "H", "H", "C"], "xyz": [[4.199, 2.642, -1.760], [2.758, 1.717, -3.589], [0.965, 5.444, -1.748], [-2.658, 4.879, 0.210], [0.888, -1.010, 5.554], [0.199, 4.857, -2.253], [2.939, 2.257, -2.210], [1.866, 2.379, -1.324], [-0.064, -3.988, 0.830], [-3.606, 3.216, 1.173], [-0.813, 4.365, -1.269], [7.855, -0.811, 1.982], [-0.560, 1.214, -3.160], [4.396, 3.096, -0.468], [2.057, -0.660, 1.225], [-0.841, -4.904, 5.152], [-1.006, -2.259, 3.070], [-2.940, -3.245, -0.824], [0.480, -0.294, -0.335], [-2.875, -4.205, -1.821], [-5.365, 0.251, 2.798], [4.317, -0.634, 0.554], [-1.942, -1.761, 1.452], [-0.825, -0.158, -3.242], [-0.110, -0.331, 3.405], [-0.672, -3.911, 4.764], [-1.236, -0.389, 0.727], [0.297, -1.717, 4.996], [-4.711, -2.318, 1.968], [-1.927, -3.184, 0.131], [-1.005, 2.092, -4.146], [-3.772, -2.547, -0.780], [-0.788, -5.008, -0.925], [-0.280, 5.515, -2.977], [-1.851, -4.237, 2.987], [-0.844, -4.054, 0.078], [-1.235, -3.543, 3.555], [-1.974, 0.243, -5.326], [-2.069, 1.548, 0.157], [2.562, 0.691, 3.254], [5.387, 3.369, -0.144], [-6.730, -2.829, 2.449], [0.537, -3.296, 6.416], [-5.992, -2.042, 2.415], [5.386, -0.710, -0.327], [-1.131, -1.826, -1.989], [-1.700, 1.599, -5.234], [-3.662, -4.270, -2.556], [-1.750, -5.827, -2.650], [-6.314, -0.759, 2.834], [-5.620, 1.240, 3.151], [4.512, -0.614, 1.931], [2.423, -0.512, -0.956], [-2.528, -0.137, -6.169], [1.216, 2.948, 0.649], [0.042, -5.695, -0.972], [5.211, -0.741, -1.391], [7.512, -0.863, -0.442], [0.170, 1.753, -1.576], [-1.540, -0.627, -4.340], [-3.767, -1.296, 1.912], [-0.263, -1.335, 3.786], [2.888, -0.580, 2.687], [2.629, -1.763, 3.441], [-0.330, -1.103, -2.190], [-1.800, -5.081, -1.873], [5.036, 2.567, -2.438], [5.773, -0.679, 2.475], [-1.580, 6.323, -0.934], [-0.812, 3.150, -4.077], [-0.945, 3.018, -0.912], [-4.085, -0.011, 2.335], [-2.042, 2.276, -6.000], [3.468, 2.168, -4.278], [2.901, -0.604, 0.223], [6.660, -0.778, 0.214], [-7.304, -0.549, 3.204], [-4.432, -3.323, 1.667], [1.749, 1.891, -3.956], [5.934, -0.691, 3.542], [-1.680, 5.280, -0.678], [2.930, 0.640, -3.578], [-3.299, 5.615, 0.669], [3.325, 3.209, 0.408], [-1.967, 2.604, -0.057], [0.097, -3.001, 5.476], [6.850, -0.756, 1.591], [3.472, 3.568, 1.414], [-2.820, 3.533, 0.505], [-1.756, -1.681, -4.433], [0.510, -1.670, -2.615], [-3.330, 0.768, 2.307], [0.688, 4.041, -2.783], [2.063, 2.850, -0.019]]}


{"formula": "C55H45N10NiO2", "method": "wB97M-V/def2-TZVPD", "spin_multiplicity": 3, "lumo_energy_ha": [0.084, 0.084], "homo_lumo_gap_ha": [0.2425, 0.2599], "total_charge": -1, "species": ["C", "C", "H", "N", "C", "C", "C", "C", "C", "H", "C", "H", "H", "C", "C", "H", "H", "N", "H", "H", "C", "N", "C", "H", "C", "C", "C", "H", "H", "H", "C", "H", "C", "H", "C", "C", "H", "O", "C", "H", "H", "C", "C", "C", "C", "H", "C", "H", "H", "C", "C", "C", "H", "H", "H", "C", "H", "C", "H", "H", "N", "C", "C", "H", "C", "C", "C", "C", "C", "C", "N", "H", "Ni", "N", "H", "C", "H", "H", "N", "H", "H", "H", "N", "C", "C", "H", "H", "C", "H", "H", "C", "C", "C", "C", "H", "N", "C", "C", "H", "C", "H", "H", "N", "H", "H", "C", "C", "H", "O", "C", "C", "C", "C"], "xyz": [[-3.814, -3.271, -4.871], [6.759, 2.460, 2.081], [-4.394, -3.699, -5.687], [-1.538, 3.887, -0.150], [1.166, 0.403, -1.513], [4.200, 1.469, 2.654], [-0.019, -5.260, -4.547], [-5.324, -1.820, 0.195], [-0.685, 2.013, -3.036], [7.745, 2.847, 1.855], [1.055, 2.321, 2.240], [3.597, -1.646, 2.728], [-6.280, -2.077, 0.635], [3.125, -2.059, 6.059], [0.006, -2.043, 0.872], [0.754, -3.965, 1.451], [0.351, -3.964, -2.885], [1.885, 2.018, 3.314], [-0.872, 1.011, -3.400], [3.241, -2.802, 6.838], [-1.252, -0.825, 2.373], [-1.969, 0.255, 2.815], [2.084, 0.455, 1.663], [-1.654, -1.765, 4.248], [-0.425, -3.011, 2.995], [2.785, 0.950, 2.978], [-1.918, 3.081, 0.791], [-6.059, -0.030, -0.711], [-2.852, 5.710, 1.673], [-0.218, 5.487, -1.640], [-0.921, -5.651, -5.523], [2.357, -0.555, 7.377], [-2.479, -3.957, -4.762], [2.226, -2.386, -4.451], [-3.008, -2.299, -0.192], [3.465, -2.360, 4.747], [-3.567, 0.730, -2.968], [2.474, -0.538, 1.063], [-2.599, 3.607, 1.989], [-4.397, -3.384, -3.951], [-0.679, -6.455, -6.206], [-3.251, 2.703, 4.130], [-1.151, -1.886, 3.299], [-0.332, 4.509, -2.087], [-2.148, -5.008, -5.604], [3.828, -3.351, 4.500], [2.199, -0.388, -3.612], [0.276, -1.885, -3.756], [-4.814, 1.496, -1.965], [-2.990, 4.879, 2.353], [-3.654, 3.981, 4.501], [5.022, 0.829, 1.727], [4.654, -0.040, 1.203], [-4.061, 4.150, 5.491], [-0.007, 2.729, -4.930], [4.692, 2.601, 3.299], [0.431, -2.095, -0.123], [1.188, -0.424, -2.638], [-2.867, -5.329, -6.350], [0.511, 5.004, -3.991], [1.083, 1.288, 1.325], [0.167, -3.104, 1.740], [-0.921, 3.493, -1.298], [-3.694, -2.201, -5.056], [-2.115, 1.378, 2.179], [-1.544, -3.536, -3.803], [6.285, 1.325, 1.441], [-0.205, 2.970, -3.894], [-5.192, -0.664, -0.557], [2.220, -1.343, -4.784], [-1.728, 1.734, 0.928], [-2.152, -2.947, -0.062], [-0.411, 0.687, -0.246], [-0.669, -0.929, 1.161], [3.122, -1.182, -5.372], [3.344, -1.404, 3.750], [3.976, 0.618, -4.246], [-0.319, -3.810, 3.719], [-0.949, 2.218, -1.737], [1.363, -1.206, -5.454], [6.897, 0.820, 0.703], [-3.095, 1.607, -1.527], [0.140, -1.355, -2.914], [-2.739, 2.533, 2.860], [-4.224, -2.643, 0.374], [2.275, 2.002, -0.594], [4.002, 2.157, -2.295], [2.223, 1.317, -1.433], [-4.309, -3.548, 0.963], [-3.825, 6.044, 3.946], [2.507, 0.157, 5.360], [3.206, 0.555, -3.484], [-2.856, -1.112, -0.915], [2.868, -0.129, 4.047], [6.308, 3.983, 3.526], [-1.888, -2.472, -2.969], [-0.333, -4.225, -3.682], [3.216, 1.415, -2.397], [4.090, 3.114, 4.039], [-1.091, -1.486, -2.374], [2.127, 2.763, 3.940], [-2.871, -2.344, -2.791], [-1.586, -0.747, -1.438], [2.107, 1.131, 5.609], [0.929, -5.771, -4.446], [2.638, -0.796, 6.359], [5.956, 3.095, 3.015], [-3.310, 1.866, 4.815], [0.420, 3.359, 2.192], [0.049, 4.244, -3.374], [-3.526, 5.054, 3.623], [-3.866, 0.960, -1.941], [-3.977, -0.290, -1.120]]}


Molecular weight
In order: 993.99, 936.73
Unit: g/mol
Max |F|
In order: 3.13, 1.12
Unit: eV Å⁻¹
Total energy
In order: -141092.8789, -117811.0490
Unit: eV